The following is a quantum chemistry calculation of the molecule C7H14N2 in a non-equilibrium geometry, from OMol25.

Positions of all 23 atoms, in Å:
C  -1.083  1.430  -0.546
C  1.093  -0.156  -0.669
C  -1.728  0.375  0.055
C  2.004  -1.418  -0.522
C  -1.263  -0.586  1.210
C  -3.101  -0.010  -0.476
C  2.324  1.592  0.438
N  0.121  1.819  -0.289
N  1.114  1.050  -0.169
H  -1.557  2.135  -1.214
H  0.198  -0.345  -1.196
H  2.684  -1.561  -1.452
H  1.371  -2.241  -0.254
H  2.738  -1.458  0.213
H  -2.104  -0.774  1.793
H  -0.564  -0.099  1.832
H  -0.903  -1.510  0.868
H  -2.921  -1.027  -0.511
H  -3.199  0.600  -1.339
H  -3.870  0.287  0.249
H  2.154  2.580  0.955
H  2.668  0.934  1.161
H  3.182  1.720  -0.151

## Properties
**Highest occupied orbital energy (alpha / beta)**: -6.46 / -6.47 eV
**Max |F|**: 6.0 eV/Å
**Gap between HOMO and LUMO (alpha / beta)**: 7.3 / 7.3 eV
**Energy relative to the best compared isomer or geometry (same formula, charge and spin)**: 478.35 kJ/mol



The following is a quantum chemistry calculation of a cluster of 2 separate species, C7H14N2 in total in a non-equilibrium geometry, from OMol25.

Positions of all 23 atoms, in Å:
C  0.187  2.006  -1.463
C  -0.818  1.015  -0.983
C  -1.347  0.820  0.255
N  -2.099  -0.324  0.180
C  -1.958  -0.801  -1.076
N  -1.195  -0.035  -1.798
H  1.188  1.605  -1.307
H  0.079  2.991  -1.007
H  0.111  2.136  -2.546
H  -1.381  1.493  1.098
H  -2.689  -0.674  0.918
H  -2.470  -1.680  -1.435
C  2.658  0.271  1.573
C  2.361  -1.092  0.943
C  1.041  -1.654  1.475
H  2.326  0.336  2.610
H  2.093  1.049  1.057
H  3.710  0.536  1.450
H  2.374  -1.016  -0.138
H  3.122  -1.765  1.331
H  0.695  -2.473  0.833
H  1.162  -2.082  2.473
H  0.204  -0.963  1.484

## Properties
**Highest occupied orbital energy**: -8.66 eV
**SMILES string**: Cc1c[nH]cn1.CCC
**Max |F|**: 1.6 eV/Å
**Gap between HOMO and LUMO**: 9.6 eV
**Energy relative to the best compared isomer or geometry (same formula, charge and spin)**: 14.57 kJ/mol



The following is a quantum chemistry calculation of a cluster of 2 separate species, C7H14N2 in total in a non-equilibrium geometry, from OMol25.

Positions of all 23 atoms, in Å:
C  2.797  -2.644  -1.108
C  2.473  -1.186  -0.902
C  1.625  -0.582  -0.022
N  1.885  0.811  -0.246
C  2.823  0.903  -1.260
N  3.243  -0.277  -1.602
H  3.305  -3.120  -0.234
H  3.515  -2.897  -1.870
H  1.930  -3.280  -1.211
H  0.946  -0.908  0.728
H  1.581  1.461  0.453
H  2.813  1.871  -1.737
C  -3.177  -0.308  0.569
C  -2.108  0.752  0.484
C  -2.487  2.116  1.217
H  -4.111  0.081  0.131
H  -3.457  -0.574  1.592
H  -2.872  -1.264  0.158
H  -1.173  0.567  1.027
H  -1.908  1.084  -0.514
H  -3.542  2.394  1.338
H  -2.026  1.999  2.267
H  -2.076  3.001  0.741

## Properties
**Highest occupied orbital energy**: -8.65 eV
**SMILES string**: Cc1c[nH]cn1.CCC
**Max |F|**: 3.0 eV/Å
**Gap between HOMO and LUMO**: 9.4 eV
**Energy relative to the best compared isomer or geometry (same formula, charge and spin)**: 109.45 kJ/mol



The following is a quantum chemistry calculation of a cluster of 3 separate species, C7H14N2 in total in a non-equilibrium geometry, from OMol25.

Positions of all 23 atoms, in Å:
C  -2.508  0.195  0.340
C  2.493  -0.454  -1.365
C  -3.052  -0.837  -0.593
N  -0.112  0.612  -0.356
C  -0.412  -0.176  0.608
C  2.001  0.157  -0.101
N  -0.150  1.979  -0.229
C  -0.258  -1.213  1.401
C  2.750  0.606  0.894
H  0.358  2.303  0.589
H  0.227  2.396  -1.071
H  -2.753  0.077  1.393
H  -2.617  1.227  0.027
H  2.205  -1.507  -1.437
H  2.071  0.057  -2.237
H  3.589  -0.393  -1.459
H  -1.108  -1.650  1.910
H  0.726  -1.642  1.541
H  -4.144  -0.742  -0.696
H  -2.854  -1.851  -0.240
H  -2.622  -0.731  -1.593
H  2.324  0.964  1.829
H  3.845  0.620  0.842

## Properties
**Highest occupied orbital energy (alpha / beta)**: -7.12 / -7.30 eV
**Max |F|**: 5.9 eV/Å
**Gap between HOMO and LUMO (alpha / beta)**: 7.7 / 7.8 eV
**Energy relative to the best compared isomer or geometry (same formula, charge and spin)**: 729.30 kJ/mol



The following is a quantum chemistry calculation of a cluster of 2 separate species, C7H14N2 in total in a non-equilibrium geometry, from OMol25.

Positions of all 23 atoms, in Å:
C  -0.224  1.559  -1.107
C  0.350  0.325  -1.728
C  -0.363  -0.721  -2.238
N  0.592  -1.612  -2.772
C  1.810  -0.975  -2.630
N  1.671  0.112  -1.940
H  0.342  2.403  -1.496
H  -0.184  1.579  -0.024
H  -1.264  1.685  -1.410
H  -1.338  -1.173  -2.167
H  0.255  -2.256  -3.460
H  2.701  -1.559  -2.794
C  -1.644  0.457  2.223
C  -0.140  0.322  2.644
C  0.704  -0.575  1.746
H  -2.342  -0.298  2.573
H  -1.692  0.409  1.131
H  -1.871  1.500  2.457
H  0.185  1.343  2.827
H  -0.209  -0.145  3.641
H  0.052  -1.092  1.035
H  1.396  0.070  1.198
H  1.215  -1.359  2.292

## Properties
**Highest occupied orbital energy**: -8.70 eV
**SMILES string**: Cc1c[nH]cn1.CCC
**Max |F|**: 2.6 eV/Å
**Gap between HOMO and LUMO**: 9.6 eV
**Energy relative to the best compared isomer or geometry (same formula, charge and spin)**: 76.91 kJ/mol



The following is a quantum chemistry calculation of a cluster of 2 separate species, C7H14N2 in total in a non-equilibrium geometry, from OMol25.

Positions of all 23 atoms, in Å:
C  3.669  -0.330  0.480
C  2.646  -0.680  -0.571
C  1.859  0.205  -1.273
N  0.629  -0.523  -1.606
C  0.724  -1.772  -1.309
N  1.987  -1.971  -0.676
H  3.150  -0.674  1.394
H  3.882  0.676  0.310
H  4.619  -0.870  0.395
H  1.740  1.386  -1.355
H  -0.161  -0.119  -2.057
H  0.016  -2.568  -1.374
C  -3.057  0.369  -0.209
C  -2.303  0.199  1.115
C  -1.316  1.332  1.292
H  -2.416  0.524  -1.033
H  -3.807  1.226  -0.399
H  -3.792  -0.393  -0.297
H  -3.097  -0.109  1.887
H  -1.841  -0.693  1.190
H  -0.760  1.562  0.311
H  -1.836  2.163  1.751
H  -0.534  1.058  2.036

## Properties
**Highest occupied orbital energy**: -8.69 eV
**SMILES string**: Cc1c[nH]cn1.CCC
**Max |F|**: 7.1 eV/Å
**Gap between HOMO and LUMO**: 9.5 eV
**Energy relative to the best compared isomer or geometry (same formula, charge and spin)**: 236.83 kJ/mol